Entry 1:
{"formula": "C18H28BMnN7O2", "method": "ωB97M-V with the def2-TZVPD basis set", "elements": ["Mn", "C", "C", "C", "C", "C", "N", "N", "B", "N", "N", "C", "C", "C", "C", "C", "N", "N", "C", "C", "C", "C", "C", "H", "H", "H", "H", "H", "H", "H", "H", "H", "H", "H", "H", "H", "H", "H", "H", "H", "H", "H", "H", "H", "H", "N", "C", "C", "C", "O", "O", "H", "H", "H", "H", "H", "H"], "coordinates": [[-0.4799, 0.0090, -1.0395], [-3.5867, 1.6147, 0.5767], [-2.1819, 1.6210, 1.1096], [-1.8324, 2.2023, 2.3122], [-0.5608, 1.7587, 2.6229], [0.2659, 2.0261, 3.8381], [-0.1488, 0.9724, 1.6255], [-1.0970, 0.9266, 0.6450], [0.8827, -0.1732, 1.6638], [0.0896, -1.4673, 1.2831], [-0.5923, -1.5091, 0.1095], [-1.1178, -2.7309, -0.0926], [-1.9050, -3.0778, -1.3101], [-0.7695, -3.4940, 1.0119], [-0.0111, -2.6813, 1.8473], [0.6219, -3.0030, 3.1612], [1.8923, 0.0735, 0.5550], [1.4668, -0.0807, -0.7397], [2.5857, -0.1469, -1.5289], [2.6809, -0.4990, -2.9793], [3.6834, 0.0430, -0.7105], [3.2226, 0.1590, 0.5866], [3.9870, 0.3403, 1.8600], [-4.2557, 1.5143, 1.4292], [-3.8006, 0.7689, -0.0679], [-3.8619, 2.5490, 0.0814], [-2.4687, 2.8188, 2.9277], [-0.1854, 2.8291, 4.4155], [1.2794, 2.3207, 3.5693], [0.3264, 1.1408, 4.4722], [1.3973, -0.2781, 2.7358], [-1.9327, -2.2668, -2.0384], [-2.9319, -3.3277, -1.0451], [-1.4682, -3.9415, -1.8089], [-1.0324, -4.5249, 1.1887], [0.3728, -4.0229, 3.4430], [0.2687, -2.3302, 3.9424], [1.7073, -2.9169, 3.1053], [1.8330, -1.0535, -3.3526], [3.5691, -1.1159, -3.1064], [2.8184, 0.3887, -3.5980], [4.7139, 0.0441, -1.0290], [5.0398, 0.4871, 1.6336], [3.8955, -0.5338, 2.5051], [3.6302, 1.2074, 2.4149], [-2.1622, 1.1331, -1.8945], [-2.0755, 1.7988, -3.2393], [-0.6477, 2.0578, -3.7047], [-0.0627, 0.7196, -3.9423], [0.2982, 0.1791, -4.9173], [-0.1027, -0.0304, -2.7196], [-2.9922, 0.5479, -1.8992], [-2.3322, 1.8480, -1.1981], [-2.6344, 2.7302, -3.1917], [-2.5768, 1.1492, -3.9545], [-0.0906, 2.5966, -2.9358], [-0.6308, 2.6300, -4.6286]], "gap_ev": [5.94, 7.22], "homo_energy_ev": [-15.4, -15.3], "s_squared": 3.883, "charge": 2, "lumo_energy_ev": [-9.42, -8.10], "multiplicity": 4}

***

Entry 2:
{"formula": "C15H23N3O", "method": "ωB97M-V with the def2-TZVPD basis set", "elements": ["C", "C", "C", "H", "C", "C", "C", "C", "C", "C", "C", "C", "O", "N", "C", "N", "C", "C", "C", "N", "H", "H", "H", "H", "H", "H", "H", "H", "H", "H", "H", "H", "H", "H", "H", "H", "H", "H", "H", "H", "H", "H"], "coordinates": [[-8.1854, 1.1918, 1.1061], [-7.2344, 1.2273, 0.0083], [-6.0965, 0.3729, -0.2178], [-6.2227, -0.5125, 0.5619], [-4.8851, 0.8386, -0.3286], [-3.7768, 0.0255, -0.4551], [-3.5145, -1.0418, 0.7506], [-2.2522, -1.7901, 0.1299], [-0.9459, -1.0509, 0.1856], [0.3132, -2.0728, 0.0157], [1.5621, -1.1071, 0.0838], [1.7346, -0.3462, -1.2476], [1.1176, -0.5567, -2.2069], [3.0162, 0.4097, -1.1278], [4.0231, 0.4394, -0.4133], [3.9784, -0.2598, 0.9801], [5.1256, -0.2025, 1.7003], [6.0911, 0.7664, 1.4101], [6.1161, 1.5904, 0.0495], [4.9509, 1.3557, -0.5706], [6.7180, 2.1736, -0.3262], [6.8537, 1.0608, 2.1367], [5.0701, -0.4938, 2.6255], [3.0443, 0.9392, -1.8262], [2.4403, -1.8539, -0.1328], [1.7852, -0.6621, 0.9481], [0.2827, -3.0020, 0.7764], [0.1854, -2.3276, -0.9871], [-0.8447, -0.6340, 1.3672], [-0.8467, -0.3390, -0.4124], [-2.1848, -2.5177, 0.9274], [-2.4082, -2.2780, -0.8619], [-4.2701, -1.5103, 0.7461], [-3.2583, -0.5230, 1.5049], [-3.9466, -0.4734, -1.4441], [-2.8017, 0.9463, -0.6139], [-4.7351, 1.4752, 0.6353], [-4.9504, 1.8456, -0.6430], [-6.3916, -0.1689, -1.1430], [-7.5916, 2.1419, -0.6423], [-8.9549, 1.8283, 1.2918], [-8.3093, 0.5035, 2.0213]], "gap_ev": 8.41, "homo_energy_ev": -8.4, "lumo_energy_ev": 0.02}

***

Entry 3:
{"formula": "C29H54N11O9P2Ti", "method": "ωB97M-V with the def2-TZVPD basis set", "elements": ["Ti", "C", "N", "C", "C", "N", "C", "C", "N", "C", "C", "N", "C", "N", "C", "C", "N", "C", "C", "C", "C", "N", "C", "N", "C", "C", "N", "C", "C", "N", "C", "C", "H", "H", "H", "H", "H", "H", "H", "H", "H", "H", "H", "H", "H", "H", "H", "H", "H", "H", "H", "H", "H", "H", "H", "H", "H", "H", "H", "H", "H", "H", "H", "H", "H", "H", "H", "H", "H", "H", "H", "H", "H", "H", "H", "H", "H", "H", "H", "H", "O", "P", "O", "O", "O", "P", "O", "O", "O", "H", "H", "O", "C", "N", "C", "O", "C", "C", "C", "C", "C", "C", "H", "H", "H", "H"], "coordinates": [[0.6817, 0.5058, -0.4335], [1.0841, -0.0821, 3.5174], [1.9161, 1.0638, 3.8752], [3.2645, 0.7658, 4.3521], [1.6604, 2.2611, 3.2369], [0.8124, 2.2999, 2.2760], [0.3454, 3.5883, 1.7951], [-0.0127, 3.6006, 0.3065], [-0.8170, 2.4408, -0.1668], [-1.1400, 2.6080, -1.5992], [-1.5034, 1.2732, -2.2190], [-0.3335, 0.3866, -2.3047], [-0.1248, -0.2258, -3.4385], [0.8817, -1.1085, -3.6654], [2.1164, -1.2189, -2.9135], [0.8731, -1.9621, -4.8420], [-0.9798, -0.0372, -4.5256], [-0.4421, 0.4559, -5.7752], [-2.3051, -0.6100, -4.5305], [-2.1004, 2.3813, 0.5850], [-2.1855, 1.3770, 1.7250], [-1.9778, -0.0094, 1.3439], [-2.9417, -0.8579, 1.4451], [-4.3034, -0.5436, 1.5017], [-4.9719, 0.2545, 0.5031], [-5.1982, -1.2203, 2.4172], [-2.6868, -2.1988, 1.6075], [-3.4604, -3.2083, 0.9170], [-1.5012, -2.6742, 2.2861], [2.2057, 3.4488, 3.8277], [3.6235, 3.7643, 3.7051], [1.6663, 3.6832, 5.1598], [1.0629, -0.2677, 2.4509], [0.0603, 0.0950, 3.8534], [1.4746, -0.9674, 4.0136], [3.2373, -0.1766, 4.8924], [3.6097, 1.5352, 5.0385], [3.9813, 0.6615, 3.5328], [1.0852, 4.3681, 1.9697], [-0.5479, 3.8549, 2.3762], [0.9008, 3.6316, -0.2743], [-0.5836, 4.5179, 0.1141], [-0.2803, 3.0127, -2.1195], [-1.9723, 3.3101, -1.7304], [-1.9158, 1.4624, -3.2052], [-2.2518, 0.7584, -1.6052], [2.0728, -0.6192, -2.0222], [2.9509, -0.8706, -3.5208], [2.2823, -2.2592, -2.6246], [-0.1379, -2.1248, -5.2024], [1.2933, -2.9299, -4.5625], [1.4823, -1.5451, -5.6494], [0.5653, 0.8414, -5.6109], [-1.0654, 1.2789, -6.1398], [-0.4147, -0.3129, -6.5586], [-2.5289, -1.0138, -3.5440], [-2.3815, -1.4223, -5.2658], [-3.0581, 0.1428, -4.7899], [-2.8788, 2.1664, -0.1413], [-2.3251, 3.3701, 0.9983], [-3.1409, 1.5347, 2.2396], [-1.3785, 1.6117, 2.4145], [-4.2573, 0.6400, -0.2164], [-5.5085, 1.0943, 0.9563], [-5.7013, -0.3548, -0.0466], [-4.6307, -1.8193, 3.1249], [-5.9108, -1.8723, 1.8953], [-5.7767, -0.4793, 2.9785], [-4.2986, -2.7530, 0.3937], [-3.8460, -3.9576, 1.6178], [-2.8338, -3.7166, 0.1766], [-0.9728, -3.4083, 1.6757], [-1.7769, -3.1617, 3.2294], [-0.8362, -1.8399, 2.4882], [4.0024, 3.3923, 2.7562], [4.2316, 3.3601, 4.5242], [3.7382, 4.8509, 3.7090], [0.5772, 3.6147, 5.1333], [1.9404, 4.6909, 5.4765], [2.0363, 2.9673, 5.9081], [3.4835, 3.3924, -2.1888], [2.8041, 1.9811, -2.4141], [2.6621, 1.6127, -3.8241], [1.5625, 1.9137, -1.5132], [3.8288, 0.9556, -1.5956], [3.6483, 1.0914, 0.0135], [4.8123, 0.1599, 0.5668], [3.8125, 2.5110, 0.4103], [2.3482, 0.3948, 0.3989], [3.6916, 3.4617, -1.2236], [5.6731, 0.4262, 0.2125], [-1.5544, -1.9361, -1.3912], [-0.4538, -2.2852, -1.0362], [0.4679, -1.5187, -0.3022], [1.4461, -2.4284, 0.1806], [2.3137, -2.2195, 0.9833], [1.2150, -3.7611, -0.4551], [1.9160, -4.9438, -0.3374], [1.4411, -6.0475, -1.0371], [0.2937, -5.9505, -1.8226], [-0.4141, -4.7580, -1.9105], [0.0711, -3.6685, -1.2132], [2.8079, -4.9876, 0.2767], [1.9599, -6.9952, -0.9719], [-0.0433, -6.8211, -2.3723], [-1.3134, -4.6731, -2.5106]], "gap_ev": [7.95, 8.39], "homo_energy_ev": [-7.6, -8.1], "s_squared": 0.752, "lumo_energy_ev": [0.32, 0.32], "multiplicity": 2}

***

Entry 4:
{"formula": "C6H9ClNO", "method": "ωB97M-V with the def2-TZVPD basis set", "elements": ["C", "C", "C", "C", "C", "C", "N", "O", "Cl", "H", "H", "H", "H", "H", "H", "H", "H", "H"], "coordinates": [[-0.6562, -1.5442, -0.5754], [-1.8242, -0.7296, -0.6303], [0.5569, -1.1398, -0.2345], [-2.3412, -0.1137, 0.4336], [0.8092, 1.0472, -0.7386], [1.7405, 0.2987, 1.2214], [0.9277, 0.0708, 0.0606], [1.3774, 2.1808, -0.5226], [-3.9877, 0.4942, 0.3098], [-0.8555, -2.5749, -0.7735], [-2.4788, -0.7565, -1.4467], [1.4326, -1.7783, -0.1262], [0.1390, 0.8057, -1.5225], [1.3672, 1.2112, 1.6457], [1.6267, -0.5947, 1.8865], [2.7261, 0.4502, 0.9750], [-1.7414, -0.0908, 1.3130], [1.1817, 2.7636, -1.2754]], "gap_ev": [5.35, 6.87], "homo_energy_ev": [-9.4, -14.0], "s_squared": 2.011, "charge": 1, "lumo_energy_ev": [-4.01, -7.14], "multiplicity": 3}

***

Entry 5:
{"formula": "C4H5NO3", "method": "ωB97M-V with the def2-TZVPD basis set", "elements": ["C", "N", "C", "C", "C", "O", "O", "O", "H", "H", "H", "H", "H"], "coordinates": [[-0.1374, -1.4621, -0.6311], [-0.8331, -0.3758, 0.0183], [0.2894, 0.4201, 2.0447], [-0.5143, 1.0222, 0.0712], [0.8004, 1.4802, -0.5480], [0.8362, -0.4676, 2.4930], [-1.4201, 1.8403, 0.1940], [1.7643, 0.8368, -0.8574], [-1.8104, -0.5412, 0.2372], [0.8296, 2.5847, -0.6065], [0.6854, -1.1551, -1.2778], [-0.8014, -2.0660, -1.2601], [0.3113, -2.1164, 0.1225]], "gap_ev": 9.22, "homo_energy_ev": -9.8, "lumo_energy_ev": -0.54}

***

Entry 6:
{"formula": "C5H11N3O", "method": "ωB97M-V with the def2-TZVPD basis set", "elements": ["C", "C", "C", "C", "C", "N", "O", "N", "N", "H", "H", "H", "H", "H", "H", "H", "H", "H", "H", "H"], "coordinates": [[0.1201, 1.5672, 0.6400], [-2.4732, -0.4121, 0.4422], [2.9627, 0.4574, -0.3225], [-0.3710, -1.0524, -0.4657], [1.4741, 0.3527, -0.4247], [-0.9448, -1.7703, -1.4849], [0.3607, 1.3077, 1.9571], [0.9590, -0.7914, -0.6404], [-1.0289, -0.4237, 0.4617], [-0.1376, 0.5063, 2.1910], [-1.8837, -2.1192, -1.3978], [-0.3074, -2.1584, -2.1605], [-0.8967, 1.8588, 0.3697], [0.7453, 2.3823, 0.3021], [-2.8208, 0.2224, 1.2601], [-2.8749, -1.4199, 0.5992], [-2.8950, -0.0283, -0.4963], [3.3364, 1.2080, -1.0219], [3.4662, -0.4981, -0.4911], [3.2094, 0.8111, 0.6827]], "gap_ev": 8.89, "homo_energy_ev": -8.0, "lumo_energy_ev": 0.87}

***

Per-record M, Da: 440.2, 261.4, 810.6, 146.6, 115.1, 129.2
Per-record electronic energy, eV: -65629.59633, -22432.57803, -107471.19596, -22414.96256, -11859.80412, -11877.83315